The following is a quantum chemistry calculation of a 2-piece molecular cluster, CH8NO overall in a non-equilibrium geometry, from OMol25.

Atoms and positions in Å:
O1 1.67 1.13 -0.24
H1 2.06 1.27 -1.16
H2 0.09 0.71 -0.07
H3 2.25 1.81 0.24
C1 -0.73 -1.22 -0.03
N1 -0.74 0.21 0.38
H4 -1.58 -1.82 0.38
H5 -0.85 -1.34 -1.11
H6 0.21 -1.70 0.26
H7 -0.87 0.20 1.41
H8 -1.50 0.76 -0.06

E_LUMO (alpha / beta) = -9.523 / -18.037 eV
Spin multiplicity = 2
Total charge = +2
Energy above the lowest of the compared OMol25 structures with the same formula, charge and spin = 48.1 kcal/mol
HOMO-LUMO gap (alpha / beta) = 0.517 / 0.188 hartree
E_HOMO (alpha / beta) = -23.6 / -23.1 eV

Let us look at the Mulliken charges, expressed in e, one per atom: number 1, O, carries -0.21; number 2, H, carries 0.48; number 3, H, carries 0.26; number 4, H, carries 0.48; number 5, C, carries -0.73; number 6, N, carries -0.23; number 7, H, carries 0.36; number 8, H, carries 0.37; number 9, H, carries 0.36; number 10, H, carries 0.40; number 11, H, carries 0.45

The following is a quantum chemistry calculation of C12H32BrMnO4 as an isolated structure in a non-equilibrium geometry, from OMol25.

Atoms and positions in Å:
Mn1 1.05 -1.68 -0.01
Br1 -0.35 0.34 -0.10
C1 -2.47 1.42 3.26
C2 -3.53 0.73 2.42
C3 -4.93 0.96 3.00
O1 -3.48 1.22 1.05
H1 -1.49 1.22 2.82
H2 -2.37 1.04 4.27
H3 -2.64 2.49 3.32
H4 -3.38 -0.35 2.39
H5 -5.03 0.76 4.07
H6 -5.65 0.33 2.48
H7 -5.37 1.95 2.94
H8 -2.58 1.14 0.74
C4 -2.53 -4.20 -0.82
C5 -1.80 -3.09 -0.06
C6 -2.24 -2.99 1.39
O2 -0.41 -3.38 -0.02
H9 -2.11 -4.23 -1.82
H10 -3.59 -4.02 -0.94
H11 -2.36 -5.19 -0.38
H12 -1.82 -2.17 -0.63
H13 -1.65 -3.67 2.00
H14 -3.28 -3.31 1.50
H15 -2.13 -2.01 1.84
H16 -0.32 -4.23 0.42
C7 1.39 3.07 -3.33
C8 1.53 1.69 -3.92
C9 2.50 1.65 -5.09
O3 2.00 0.83 -2.90
H17 1.09 3.83 -4.06
H18 2.39 3.30 -2.96
H19 0.62 3.09 -2.57
H20 0.56 1.29 -4.23
H21 2.34 2.38 -5.88
H22 2.55 0.65 -5.52
H23 3.44 1.95 -4.64
H24 1.61 1.13 -2.08
C10 3.76 -0.13 2.13
C11 3.12 0.49 0.92
C12 4.06 1.54 0.23
O4 2.89 -0.53 0.07
H25 4.25 0.54 2.83
H26 4.44 -0.94 1.87
H27 2.96 -0.56 2.74
H28 2.22 0.98 1.29
H29 4.64 2.12 0.95
H30 3.49 2.25 -0.37
H31 4.84 1.06 -0.35
H32 3.77 -0.77 -0.25

E_LUMO (alpha / beta) = -6.926 / -11.856 eV
Spin multiplicity = 7
Total charge = +2
Energy above the lowest of the compared OMol25 structures with the same formula, charge and spin = 0.0 kcal/mol
HOMO-LUMO gap (alpha / beta) = 0.282 / 0.101 hartree
E_HOMO (alpha / beta) = -14.6 / -14.6 eV

Let us look at the Mulliken charges, expressed in e, one per atom: number 1, Mn, carries 1.00; number 2, Br, carries -0.24; number 3, C, carries -0.92; number 4, C, carries 1.05; number 5, C, carries -1.44; number 6, O, carries -0.06; number 7, H, carries 0.23; number 8, H, carries 0.39; number 9, H, carries 0.40; number 10, H, carries -0.21; number 11, H, carries 0.40; number 12, H, carries 0.37; number 13, H, carries 0.40; number 14, H, carries 0.15; number 15, C, carries -1.50; number 16, C, carries 0.43; number 17, C, carries -0.72; number 18, O, carries -0.46; number 19, H, carries 0.41; number 20, H, carries 0.40; number 21, H, carries 0.37; number 22, H, carries 0.36; number 23, H, carries 0.33; number 24, H, carries 0.43; number 25, H, carries -0.08; number 26, H, carries 0.32; number 27, C, carries -1.29; number 28, C, carries 0.68; number 29, C, carries -1.38; number 30, O, carries -0.48; number 31, H, carries 0.41; number 32, H, carries 0.30; number 33, H, carries 0.31; number 34, H, carries 0.19; number 35, H, carries 0.38; number 36, H, carries 0.33; number 37, H, carries 0.36; number 38, H, carries 0.16; number 39, C, carries -1.39; number 40, C, carries 0.54; number 41, C, carries -1.36; number 42, O, carries -0.23; number 43, H, carries 0.39; number 44, H, carries 0.32; number 45, H, carries 0.32; number 46, H, carries 0.32; number 47, H, carries 0.41; number 48, H, carries 0.28; number 49, H, carries 0.40; number 50, H, carries 0.25

The following is a quantum chemistry calculation of a 13-piece molecular cluster, C21H60O16P overall in a non-equilibrium geometry, from OMol25.

Atoms and positions in Å:
O1 -1.78 -3.12 0.70
C1 -1.76 -2.65 -0.47
O2 -0.85 -3.00 -1.48
P1 0.57 -1.97 -1.56
O3 -0.26 -0.49 -2.02
C2 0.23 0.56 -1.12
C3 0.37 -0.11 0.37
O4 0.64 -1.50 0.11
C4 -2.97 -1.62 -0.79
C5 -3.81 -1.98 -2.07
C6 -5.04 -1.16 -2.50
C7 -5.44 0.06 -1.63
C8 -4.58 0.43 -0.40
C9 -3.33 -0.40 0.07
H1 1.91 -1.43 -1.72
H2 0.67 -2.40 -2.95
H3 1.29 -3.19 -1.19
H4 -0.64 1.32 -1.09
H5 1.19 1.00 -1.58
H6 1.12 0.42 1.08
H7 -0.59 -0.07 1.02
H8 -3.51 -2.88 -2.70
H9 -5.64 -1.49 -3.43
H10 -6.38 0.64 -1.96
H11 -4.89 1.35 0.21
H12 -2.73 -0.13 1.00
C10 -0.61 -5.53 3.57
O5 -1.82 -4.78 3.62
H13 -0.56 -6.16 4.46
H14 -0.60 -6.16 2.68
H15 0.24 -4.85 3.56
H16 -1.84 -4.23 2.82
C11 4.46 0.91 -2.24
O6 3.25 1.65 -2.18
H17 4.53 0.28 -1.35
H18 4.47 0.28 -3.13
H19 5.31 1.60 -2.26
H20 3.21 2.20 -2.97
C12 0.50 3.06 -4.49
O7 -0.68 2.34 -4.79
H21 0.46 4.03 -4.99
H22 0.58 3.21 -3.41
H23 1.38 2.51 -4.86
H24 -0.61 1.48 -4.34
C13 -1.33 -1.79 4.89
O8 -1.76 -0.54 5.42
H25 -1.13 -1.67 3.82
H26 -0.41 -2.10 5.39
H27 -2.11 -2.54 5.03
H28 -1.93 -0.67 6.36
C14 0.91 -1.59 -6.36
O9 1.77 -1.87 -5.27
H29 0.03 -2.24 -6.29
H30 0.60 -0.55 -6.33
H31 1.43 -1.80 -7.30
H32 2.54 -1.29 -5.35
C15 5.18 -2.70 -3.06
O10 3.83 -2.91 -2.68
H33 5.76 -2.48 -2.16
H34 5.58 -3.61 -3.53
H35 5.25 -1.86 -3.75
H36 3.33 -3.11 -3.49
C16 2.37 6.28 -5.16
O11 3.38 5.29 -5.20
H37 1.81 6.17 -4.23
H38 2.82 7.28 -5.19
H39 1.69 6.15 -6.00
H40 3.86 5.42 -6.03
C17 3.10 -1.50 2.82
O12 1.75 -1.71 3.19
H41 3.68 -1.27 3.71
H42 3.50 -2.40 2.35
H43 3.15 -0.66 2.12
H44 1.26 -1.91 2.38
C18 -0.98 1.24 8.83
O13 -0.27 0.51 7.85
H45 -0.97 0.68 9.77
H46 -0.50 2.21 8.99
H47 -2.02 1.38 8.51
H48 -0.30 1.02 7.03
C19 -5.42 4.73 -0.61
O14 -4.41 3.73 -0.65
H49 -5.99 4.62 0.31
H50 -4.95 5.72 -0.63
H51 -6.09 4.62 -1.47
H52 -3.92 3.85 -1.48
C20 -5.35 -0.86 4.38
O15 -4.50 -1.13 5.48
H53 -6.23 -1.50 4.45
H54 -5.66 0.18 4.40
H55 -4.82 -1.08 3.45
H56 -3.72 -0.55 5.40
C21 4.86 1.99 2.19
O16 5.52 1.10 1.30
H57 3.87 2.22 1.79
H58 4.76 1.52 3.17
H59 5.43 2.92 2.28
H60 6.39 0.92 1.68

E_LUMO = 2.050 eV
Total charge = -1
HOMO-LUMO gap = 0.247 hartree
E_HOMO = -4.7 eV

Let us look at the Mulliken charges, expressed in e, one per atom: number 1, O, carries -0.54; number 2, C, carries 0.14; number 3, O, carries -0.57; number 4, P, carries 0.87; number 5, O, carries -0.40; number 6, C, carries 0.16; number 7, C, carries 0.42; number 8, O, carries -0.21; number 9, C, carries 0.78; number 10, C, carries -0.42; number 11, C, carries -0.44; number 12, C, carries -0.50; number 13, C, carries -0.43; number 14, C, carries -0.12; number 15, H, carries -0.31; number 16, H, carries -0.38; number 17, H, carries -0.22; number 18, H, carries 0.19; number 19, H, carries -0.18; number 20, H, carries 0.16; number 21, H, carries -0.29; number 22, H, carries 0.30; number 23, H, carries 0.29; number 24, H, carries 0.27; number 25, H, carries 0.24; number 26, H, carries 0.32; number 27, C, carries -0.49; number 28, O, carries -0.49; number 29, H, carries 0.25; number 30, H, carries 0.26; number 31, H, carries 0.17; number 32, H, carries 0.33; number 33, C, carries -0.40; number 34, O, carries -0.46; number 35, H, carries 0.15; number 36, H, carries 0.08; number 37, H, carries 0.33; number 38, H, carries 0.21; number 39, C, carries -0.35; number 40, O, carries -0.60; number 41, H, carries 0.15; number 42, H, carries 0.26; number 43, H, carries 0.22; number 44, H, carries 0.32; number 45, C, carries -0.23; number 46, O, carries -0.66; number 47, H, carries -0.13; number 48, H, carries 0.29; number 49, H, carries 0.38; number 50, H, carries 0.30; number 51, C, carries -0.64; number 52, O, carries -0.35; number 53, H, carries 0.23; number 54, H, carries 0.21; number 55, H, carries 0.29; number 56, H, carries 0.24; number 57, C, carries -0.64; number 58, O, carries -0.38; number 59, H, carries 0.21; number 60, H, carries 0.32; number 61, H, carries 0.22; number 62, H, carries 0.23; number 63, C, carries -0.59; number 64, O, carries -0.47; number 65, H, carries 0.22; number 66, H, carries 0.30; number 67, H, carries 0.27; number 68, H, carries 0.28; number 69, C, carries -0.47; number 70, O, carries -0.44; number 71, H, carries 0.23; number 72, H, carries 0.27; number 73, H, carries 0.08; number 74, H, carries 0.25; number 75, C, carries -0.55; number 76, O, carries -0.46; number 77, H, carries 0.22; number 78, H, carries 0.25; number 79, H, carries 0.26; number 80, H, carries 0.29; number 81, C, carries -0.60; number 82, O, carries -0.41; number 83, H, carries 0.22; number 84, H, carries 0.25; number 85, H, carries 0.28; number 86, H, carries 0.26; number 87, C, carries -0.44; number 88, O, carries -0.49; number 89, H, carries 0.26; number 90, H, carries 0.25; number 91, H, carries 0.15; number 92, H, carries 0.33; number 93, C, carries -0.59; number 94, O, carries -0.42; number 95, H, carries 0.21; number 96, H, carries 0.26; number 97, H, carries 0.32; number 98, H, carries 0.25

The following is a quantum chemistry calculation of Cl2FH2P2 as an isolated structure in a non-equilibrium geometry, from OMol25.

Atoms and positions in Å:
F1 -2.45 -0.38 -1.70
P1 -0.16 -0.91 -0.20
P2 -2.15 -0.23 -0.12
Cl1 -3.55 -1.22 0.70
Cl2 -2.80 2.31 0.02
H1 0.16 -0.38 0.97
H2 0.19 0.41 -0.85

E_LUMO = -7.937 eV
Total charge = +1
Energy above the lowest of the compared OMol25 structures with the same formula, charge and spin = 50.8 kcal/mol
HOMO-LUMO gap = 0.292 hartree
E_HOMO = -15.9 eV

Let us look at the Mulliken charges, expressed in e, one per atom: number 1, F, carries -0.15; number 2, P, carries 0.00; number 3, P, carries 0.82; number 4, Cl, carries 0.04; number 5, Cl, carries -0.11; number 6, H, carries 0.18; number 7, H, carries 0.22

| no. | DFT total energy (eV) |
| --- | --- |
| 1 | -4680.1157 |
| 2 | -122498.0458 |
| 3 | -64789.3358 |
| 4 | -46363.7641 |